(1)
# C24H32Cl4N2O5P2Ru

A structure of composition C24H32Cl4N2O5P2Ru in a non-equilibrium geometry (ωB97M-V/def2-TZVPD, the Open Molecules 2025 dataset).

- Spin multiplicity: 2
- Relative energy (zero: lowest compared OMol25 entry of this formula, charge and spin): 23.0 kcal per mole
- Net charge: +1
- DFT total energy: -4037.6847 Ha
- HOMO energy (spin up / spin down): -9.65 / -10.31 eV
- Max |F|: 2.563 eV/A
- Frontier orbital gap (spin up / spin down): 0.2833 / 0.2432 hartree

```
70
Properties=species:S:1:pos:R:3:forces:R:3:mulliken_spin:R:1
Ru -0.357 -0.036 -0.002 -0.819 1.617 -1.812 0.01
C 2.781 -3.675 -0.368 -0.012 0.013 -0.024 0.00
N 2.911 -2.734 0.740 -0.010 -0.027 -0.045 0.00
C 3.692 -3.191 1.882 -0.004 0.019 0.016 0.00
C 2.218 -1.595 0.728 0.220 0.070 -0.045 -0.01
O 1.547 -1.237 -0.249 -0.577 -0.194 0.250 0.00
C 2.330 -0.690 1.957 -0.104 0.020 -0.063 0.00
O 1.237 0.191 1.952 -0.070 -0.294 0.223 0.01
C 1.433 1.556 2.165 -0.112 -0.046 -0.080 0.00
C 1.394 2.286 0.824 0.209 0.142 -0.001 0.00
O 1.168 1.655 -0.222 -0.660 -0.236 0.176 0.00
N 1.634 3.598 0.823 0.009 -0.005 -0.099 0.00
C 1.691 4.333 -0.435 -0.021 -0.001 -0.028 0.00
C 1.852 4.387 2.028 0.094 -0.012 -0.008 0.00
H 3.771 -3.946 -0.735 0.002 0.000 0.006 0.00
H 2.265 -4.575 -0.032 0.015 -0.007 0.013 0.00
H 2.210 -3.212 -1.164 -0.005 -0.005 0.002 0.00
H 4.477 -3.851 1.519 0.008 0.016 -0.006 0.00
H 4.170 -2.364 2.400 0.021 0.005 -0.016 0.00
H 3.074 -3.750 2.589 -0.005 -0.004 -0.004 0.00
H 2.299 -1.281 2.874 0.040 0.025 0.021 0.00
H 3.286 -0.156 1.910 0.022 -0.039 -0.003 0.00
H 0.601 1.899 2.786 0.054 -0.001 0.061 0.00
H 2.372 1.754 2.689 -0.003 0.053 -0.004 0.00
H 1.611 3.636 -1.262 -0.001 0.000 -0.001 0.00
H 0.873 5.054 -0.488 -0.003 0.003 0.019 0.00
H 2.637 4.870 -0.500 -0.001 0.005 0.007 0.00
H 1.465 3.887 2.909 -0.015 -0.008 0.014 0.00
H 2.912 4.601 2.175 0.006 -0.012 -0.014 0.00
H 1.326 5.334 1.921 -0.018 -0.009 0.006 0.00
C -1.878 3.003 1.271 0.142 -0.113 0.064 0.00
P -2.136 1.565 0.192 0.743 -1.359 -0.330 0.01
C -3.781 0.973 0.699 0.029 0.054 0.068 0.02
C -2.472 2.265 -1.453 -0.094 0.255 0.230 0.00
C -3.265 3.397 -1.640 -0.043 0.043 -0.039 0.00
C -3.535 3.860 -2.917 0.017 -0.028 0.042 0.00
C -3.025 3.183 -4.020 0.013 -0.030 0.015 0.00
C -2.240 2.057 -3.837 -0.039 0.043 -0.046 0.00
C -1.954 1.599 -2.552 0.147 -0.008 -0.288 0.00
P -0.921 0.132 -2.267 0.435 -0.628 1.462 0.00
C 0.375 0.230 -3.533 0.053 -0.008 0.100 0.00
C -1.961 -1.246 -2.829 0.062 0.013 -0.042 0.00
H -2.772 3.625 1.325 0.020 0.019 -0.012 0.00
H -1.038 3.593 0.906 -0.049 0.046 -0.002 0.00
H -1.654 2.621 2.268 -0.047 0.023 0.014 0.00
H -4.546 1.690 0.400 -0.022 -0.022 0.013 0.00
H -3.799 0.849 1.781 -0.054 0.028 -0.016 -0.01
H -3.986 0.008 0.233 -0.016 0.017 -0.039 0.00
H -3.677 3.922 -0.787 -0.004 0.002 -0.008 0.00
H -4.145 4.743 -3.055 -0.004 -0.003 -0.007 0.00
H -3.241 3.534 -5.020 0.002 0.006 0.002 0.00
H -1.851 1.537 -4.704 0.010 0.006 0.000 0.00
H -0.038 0.178 -4.539 0.022 0.019 -0.007 0.00
H 1.053 -0.611 -3.381 0.005 -0.003 -0.011 0.00
H 0.939 1.154 -3.409 0.006 0.000 -0.005 0.00
H -2.378 -1.044 -3.816 0.002 -0.028 -0.004 0.00
H -2.764 -1.410 -2.112 0.000 0.004 -0.003 0.00
H -1.351 -2.149 -2.863 -0.028 -0.025 0.009 0.00
Cl -4.578 -2.713 5.110 -0.019 -0.005 -0.006 0.02
C -3.646 -2.432 3.702 0.027 -0.015 -0.050 0.06
C -3.650 -3.405 2.651 -0.008 0.018 0.015 0.11
Cl -4.614 -4.810 2.819 0.005 -0.007 0.015 0.02
C -2.903 -3.212 1.516 0.026 -0.053 -0.061 -0.01
Cl -2.908 -4.352 0.229 0.018 0.006 -0.004 0.00
C -2.105 -2.046 1.351 -0.020 -0.165 0.174 0.19
O -1.407 -1.861 0.302 0.029 0.844 -0.212 0.23
C -2.100 -1.050 2.420 0.017 -0.071 -0.295 0.11
O -1.420 -0.010 2.252 0.388 0.037 0.667 0.25
C -2.905 -1.289 3.578 -0.055 -0.008 0.079 0.01
Cl -2.898 -0.075 4.797 0.023 0.005 -0.044 0.00
```
Positions in Å, forces in eV/Å.



(2)
# C47H84Br3IN11OS

A cluster of 8 separate species, C47H84Br3IN11OS in total in a non-equilibrium geometry (ωB97M-V/def2-TZVPD, the Open Molecules 2025 dataset).

- Net charge: +1
- DFT total energy: -10936.1863 Ha
- HOMO energy: -11.84 eV
- Max |F|: 5.517 eV/A
- Frontier orbital gap: 0.2933 hartree

```
148
Properties=species:S:1:pos:R:3:forces:R:3:mulliken_charge:R:1
C 4.616 -4.908 2.643 1.075 0.428 -0.209 -0.88
C 4.757 -4.075 1.272 -0.169 -0.310 1.606 -0.46
S 3.475 -4.595 0.040 0.026 -0.083 -0.242 0.07
C 1.788 -4.101 0.604 0.169 -1.833 0.685 -0.86
N 1.154 -3.005 -0.187 -0.700 2.510 0.006 0.81
C 1.035 -3.001 -1.664 -2.325 -0.690 -2.433 -0.16
Br 2.591 -2.816 -2.879 -0.936 -0.025 1.750 -0.05
C -0.231 -3.117 -2.291 1.834 0.004 1.614 0.02
C -1.599 -3.298 -1.519 0.872 -0.010 -0.610 -0.98
Br -0.331 -3.057 -4.280 -0.261 -0.057 2.240 -0.08
C 0.606 -1.967 0.444 0.294 2.555 2.279 0.00
N 0.574 -1.732 1.897 -1.671 -4.222 -3.133 -0.28
C -0.637 -0.859 2.292 3.100 1.582 -0.929 -0.74
N 0.012 0.216 3.066 -0.841 -0.453 -0.450 -0.41
I -1.864 -2.174 3.564 0.291 0.633 -0.470 0.16
C -1.185 -0.569 0.818 -2.559 -1.536 -0.386 0.58
C -2.237 0.592 0.551 -0.978 -0.795 0.552 -0.35
Br -1.705 2.378 1.230 0.251 -0.492 -0.814 -0.13
C -3.618 0.196 1.321 0.232 1.401 0.997 0.32
C -3.702 0.840 2.807 -1.022 -1.305 -0.030 -1.22
N -0.084 -0.783 -0.189 -1.702 -1.328 0.817 0.08
O 0.584 0.418 -0.071 2.227 0.144 -0.341 0.41
C 1.742 0.511 -0.944 1.577 1.162 -0.159 -0.28
C 2.916 1.163 -0.041 -0.859 -0.480 -1.272 0.89
C 4.292 0.933 -0.806 -0.177 -0.566 0.320 -1.23
C 2.509 2.686 0.164 0.640 -0.103 -0.173 -0.36
C 3.282 3.457 1.329 -0.739 0.783 0.676 2.04
C 2.168 4.367 2.077 -0.468 -1.151 -0.763 -0.84
C 3.915 2.530 2.459 -0.868 0.201 0.085 -1.05
H 5.038 -5.964 2.514 -0.953 1.426 0.027 0.25
H 3.552 -4.930 3.030 1.344 -0.001 -0.368 0.28
H 5.321 -4.408 3.397 -1.236 -0.636 -0.848 0.31
H 5.778 -4.368 0.845 -1.648 0.678 0.108 0.38
H 4.682 -2.957 1.455 0.283 -1.410 -0.285 0.22
H 1.834 -3.910 1.718 -0.247 0.334 -1.426 0.40
H 1.120 -5.022 0.465 0.972 1.299 0.046 0.33
H -1.441 -3.474 -0.407 -0.052 0.065 -1.412 0.17
H -2.121 -4.203 -1.972 0.442 1.393 0.629 0.53
H -2.182 -2.334 -1.623 0.430 -1.265 -0.081 0.23
H 0.200 -2.660 2.199 1.377 0.308 0.590 0.26
H 0.751 -0.209 3.649 -0.683 0.275 -0.327 0.39
H 0.481 0.877 2.425 -0.544 -0.350 0.258 0.03
H -1.821 -1.509 0.623 0.661 1.251 0.375 0.02
H -2.491 0.722 -0.547 0.790 -0.305 1.320 0.57
H -4.480 0.677 0.752 1.192 -1.014 0.592 -0.07
H -3.738 -0.922 1.451 0.126 1.258 -0.643 -0.17
H -2.743 0.721 3.397 -1.067 0.490 -0.761 0.32
H -4.487 0.205 3.359 1.027 0.905 -0.687 0.22
H -4.106 1.895 2.796 0.832 -1.215 -0.019 0.42
H 2.107 -0.476 -1.362 -0.806 0.911 0.650 -0.56
H 1.483 1.206 -1.817 0.318 -1.001 1.128 0.32
H 2.916 0.539 0.916 0.022 0.981 -1.080 -0.02
H 4.432 -0.190 -0.984 -0.202 1.360 0.258 0.31
H 5.172 1.261 -0.171 -1.063 -0.129 -0.931 0.19
H 4.315 1.426 -1.825 0.040 -0.318 1.344 0.31
H 2.700 3.205 -0.842 -0.223 -0.653 1.420 0.18
H 1.388 2.795 0.348 1.343 -0.418 -0.121 -0.01
H 4.062 4.152 0.880 -0.850 -0.969 0.574 -1.17
H 2.623 5.150 2.754 -0.622 -0.943 -0.763 0.42
H 1.513 3.616 2.653 0.973 1.140 -0.363 0.26
H 1.469 4.813 1.281 1.415 -0.550 1.794 -0.03
H 4.910 2.062 2.182 -1.172 0.504 0.378 0.18
H 3.142 1.714 2.690 1.210 0.929 -0.253 0.07
H 3.988 3.136 3.429 0.249 -0.826 -1.442 0.40
C 0.696 -6.666 -2.951 -0.044 -0.014 0.048 -0.70
C 2.034 -6.761 -3.677 -0.067 0.126 0.294 -0.08
C 1.902 -7.320 -5.096 -0.210 -0.726 0.291 -0.45
C 1.330 -8.703 -5.048 -0.576 -1.446 -0.272 0.20
N 0.882 -9.782 -5.011 0.948 2.339 0.009 -0.43
H 0.239 -7.649 -2.819 0.025 0.052 -0.067 0.50
H 0.835 -6.236 -1.955 -0.004 0.015 -0.032 -0.09
H -0.004 -6.031 -3.502 0.020 -0.054 0.037 0.17
H 2.711 -7.391 -3.092 0.011 0.040 -0.133 0.31
H 2.484 -5.766 -3.727 0.035 -0.095 -0.098 0.00
H 2.882 -7.357 -5.578 -0.128 -0.105 -0.041 0.33
H 1.251 -6.684 -5.701 -0.007 -0.133 0.008 0.26
C -6.844 -2.543 3.851 -0.021 0.033 0.024 -0.99
C -7.213 -3.934 3.344 -0.195 0.312 0.176 -0.51
C -6.053 -4.635 2.633 -0.125 0.470 -0.599 -0.38
C -5.626 -3.834 1.442 1.220 1.453 -2.301 0.26
N -5.281 -3.197 0.507 -0.982 -1.983 3.206 -0.44
H -6.578 -1.872 3.030 0.030 -0.057 0.021 0.23
H -7.690 -2.093 4.375 0.096 -0.036 -0.004 0.39
H -6.000 -2.590 4.545 -0.049 0.037 -0.025 0.25
H -8.067 -3.849 2.665 0.086 -0.139 0.021 0.29
H -7.535 -4.547 4.189 0.062 -0.077 -0.142 0.34
H -6.361 -5.629 2.301 0.128 0.084 -0.107 0.32
H -5.202 -4.752 3.309 0.026 0.059 -0.140 0.30
C -7.277 -5.074 -1.200 -0.028 -0.010 -0.065 -0.94
C -8.157 -5.025 -2.444 0.295 -0.189 0.090 -0.56
C -9.484 -4.301 -2.204 -0.254 -0.594 0.442 -0.04
C -10.266 -5.010 -1.140 -1.029 -0.516 1.078 0.16
N -10.873 -5.563 -0.309 1.386 1.156 -1.761 -0.45
H -7.760 -5.634 -0.395 -0.044 0.044 -0.037 0.35
H -6.331 -5.575 -1.422 -0.027 0.082 0.023 0.36
H -7.051 -4.072 -0.833 -0.054 -0.119 -0.103 0.12
H -8.348 -6.046 -2.785 -0.087 0.134 -0.058 0.32
H -7.613 -4.515 -3.245 -0.140 0.008 -0.004 0.33
H -10.073 -4.279 -3.123 -0.086 0.003 0.161 0.32
H -9.308 -3.269 -1.889 -0.086 -0.087 0.071 -0.01
C -1.981 7.119 -0.392 -0.056 0.013 0.029 -1.07
C -1.213 7.580 -1.627 -0.248 0.151 0.248 -0.45
C -0.288 6.499 -2.191 0.447 0.070 0.616 -0.39
C 0.728 6.109 -1.163 1.153 -0.616 0.885 0.23
N 1.520 5.804 -0.356 -1.755 1.186 -2.583 -0.51
H -1.308 6.874 0.433 -0.008 -0.029 -0.076 0.30
H -2.648 7.911 -0.043 0.019 -0.085 -0.037 0.34
H -2.589 6.237 -0.615 0.028 0.049 0.049 0.28
H -0.629 8.469 -1.370 0.018 -0.087 -0.128 0.30
H -1.926 7.877 -2.400 0.144 -0.051 -0.046 0.32
H 0.229 6.870 -3.078 0.089 -0.127 0.104 0.31
H -0.863 5.614 -2.478 0.113 -0.009 0.095 0.25
C 5.911 6.636 -0.177 0.000 0.131 0.077 -0.58
C 7.249 6.541 -0.903 -0.194 0.129 0.328 -0.17
C 7.115 5.994 -2.326 -0.133 -0.696 0.283 -0.57
C 6.538 4.613 -2.286 -0.601 -1.418 -0.275 0.35
N 6.086 3.535 -2.255 0.968 2.290 0.004 -0.46
H 5.448 5.654 -0.052 0.020 0.058 -0.076 -0.24
H 6.050 7.057 0.820 -0.051 -0.030 -0.093 0.30
H 5.214 7.278 -0.724 0.014 -0.079 0.027 0.39
H 7.924 5.904 -0.323 0.037 0.038 -0.135 -0.03
H 7.702 7.535 -0.944 0.044 -0.108 -0.105 0.34
H 8.094 5.956 -2.810 -0.132 -0.129 -0.065 0.33
H 6.465 6.636 -2.925 -0.022 -0.149 0.021 0.30
C 10.056 4.486 4.255 0.043 -0.004 0.063 -1.17
C 9.193 3.519 3.450 0.220 -0.013 0.292 -0.54
C 8.495 4.190 2.264 -0.483 0.397 0.471 -0.17
C 7.591 5.280 2.753 -1.507 1.784 0.597 0.31
N 6.885 6.134 3.151 2.033 -2.478 -1.111 -0.57
H 9.458 5.283 4.702 0.017 -0.028 -0.090 0.35
H 10.556 3.959 5.070 0.003 0.045 -0.083 0.35
H 10.824 4.943 3.625 -0.044 -0.013 0.065 0.30
H 8.447 3.073 4.114 -0.010 0.002 -0.150 0.30
H 9.822 2.705 3.079 -0.124 0.035 -0.086 0.34
H 7.901 3.457 1.713 -0.059 0.174 -0.024 0.22
H 9.230 4.617 1.577 -0.096 0.064 0.057 0.33
C -8.323 0.604 -2.301 -0.076 0.000 -0.008 -1.08
C -7.222 1.005 -3.277 -0.376 -0.020 -0.008 -0.52
C -5.818 0.844 -2.690 -0.124 0.586 0.474 -0.25
C -5.667 1.714 -1.480 0.422 0.843 1.271 0.29
N -5.549 2.393 -0.534 -0.280 -1.468 -2.086 -0.52
H -8.322 1.238 -1.411 0.054 -0.063 -0.034 0.36
H -9.303 0.707 -2.771 0.072 -0.044 0.035 0.36
H -8.206 -0.436 -1.983 -0.014 0.063 0.011 0.20
H -7.379 2.043 -3.583 0.125 -0.086 -0.018 0.30
H -7.303 0.389 -4.178 0.145 0.061 0.033 0.33
H -5.065 1.129 -3.429 0.034 0.032 0.166 0.35
H -5.637 -0.197 -2.406 0.011 0.097 0.112 0.25
```
Positions in Å, forces in eV/Å.